(1)
A cluster of 5 separate species, C33H78N2O7P in total. Source: the OMol25 dataset; level of theory: ωB97M-V/def2-TZVPD.

2S+1: 1
HOMO level: -11.05 eV
Charge: +1

Geometry as XYZ:
```
121
Properties=species:S:1:pos:R:3:lowdin_charge:R:1
C -2.125 5.061 2.799 -0.053
C -2.072 3.581 3.121 -0.282
O -3.053 2.852 2.396 -0.162
C -4.111 2.282 3.138 -0.215
C -4.046 0.761 3.048 -0.154
C -2.642 0.199 3.330 -0.177
C -2.130 -0.616 2.141 -0.162
C -0.881 -1.442 2.438 -0.102
N 0.372 -0.959 1.703 -0.139
C 0.080 -1.151 0.232 -0.174
O -0.126 0.092 -0.329 -0.115
C -0.758 0.041 -1.604 -0.128
C 0.219 -0.222 -2.750 -0.185
O 0.554 0.962 -3.424 -0.144
C -0.297 1.271 -4.517 -0.267
C 0.248 0.720 -5.832 -0.063
C 0.574 0.482 2.117 -0.101
C 2.018 0.926 2.170 -0.141
C 2.792 0.106 3.215 -0.179
C 2.095 -1.242 3.504 -0.197
C 1.514 -1.814 2.206 -0.332
P 2.955 -2.076 1.035 0.820
N 3.138 -1.021 -0.114 -0.258
H -1.175 5.517 3.075 0.080
H -2.259 5.208 1.730 0.064
H -2.916 5.575 3.339 0.081
H -2.160 3.403 4.194 0.116
H -1.091 3.196 2.817 0.101
H -5.050 2.612 2.691 0.124
H -4.118 2.630 4.173 0.125
H -4.329 0.506 2.024 0.112
H -4.793 0.303 3.692 0.117
H -2.671 -0.444 4.209 0.119
H -1.967 1.033 3.494 0.087
H -1.984 0.055 1.296 0.119
H -2.920 -1.305 1.840 0.127
H -1.022 -2.488 2.178 0.131
H -0.658 -1.412 3.503 0.126
H 0.912 -1.664 -0.242 0.091
H -0.806 -1.782 0.121 0.144
H -1.580 -0.680 -1.601 0.130
H -1.186 1.028 -1.763 0.140
H 1.141 -0.659 -2.370 0.117
H -0.231 -0.931 -3.451 0.127
H -0.366 2.355 -4.571 0.118
H -1.306 0.893 -4.328 0.115
H -0.073 1.311 -6.682 0.075
H -0.058 -0.314 -5.968 0.068
H 1.333 0.727 -5.751 0.084
H -0.012 1.138 1.491 0.131
H 0.164 0.578 3.121 0.130
H 1.974 1.963 2.501 0.127
H 2.492 0.919 1.194 0.096
H 2.828 0.673 4.145 0.108
H 3.830 -0.052 2.934 0.106
H 1.314 -1.068 4.239 0.106
H 2.811 -1.965 3.882 0.112
H 1.115 -2.808 2.409 0.124
H 2.802 -3.414 0.633 0.012
H 4.060 -2.085 1.892 0.028
H 3.110 -1.457 -1.027 -0.018
C 4.955 -0.592 9.565 -0.076
C 4.760 0.583 8.625 -0.272
O 4.508 0.209 7.278 -0.157
C 3.350 -0.565 7.059 -0.290
C 2.054 0.129 7.448 -0.076
H 5.734 -1.256 9.190 0.083
H 5.249 -0.232 10.551 0.080
H 4.042 -1.177 9.689 0.067
H 5.672 1.177 8.581 0.121
H 3.967 1.245 8.992 0.109
H 3.429 -1.538 7.557 0.113
H 3.347 -0.759 5.984 0.087
H 1.981 0.286 8.524 0.070
H 1.198 -0.480 7.149 0.071
H 1.981 1.104 6.963 0.080
C -0.900 -2.460 -10.271 -0.079
C -1.020 -1.062 -9.691 -0.281
O 0.130 -0.628 -8.986 -0.181
C 1.326 -0.553 -9.742 -0.279
C 1.259 0.415 -10.911 -0.077
H -0.623 -3.174 -9.494 0.081
H -1.853 -2.766 -10.703 0.078
H -0.149 -2.513 -11.060 0.068
H -1.825 -1.037 -8.956 0.116
H -1.285 -0.343 -10.474 0.109
H 1.627 -1.549 -10.086 0.108
H 2.085 -0.219 -9.033 0.116
H 0.558 0.083 -11.678 0.068
H 2.241 0.501 -11.378 0.078
H 0.946 1.403 -10.573 0.082
C -5.591 7.691 -0.764 -0.078
C -4.083 7.556 -0.888 -0.276
O -3.562 6.362 -0.328 -0.174
C -4.034 5.154 -0.893 -0.284
C -3.714 4.995 -2.370 -0.078
H -5.900 7.577 0.276 0.082
H -5.906 8.673 -1.116 0.079
H -6.120 6.943 -1.357 0.067
H -3.596 8.360 -0.336 0.119
H -3.773 7.656 -1.934 0.109
H -5.111 5.043 -0.721 0.110
H -3.541 4.365 -0.323 0.105
H -4.242 5.724 -2.985 0.068
H -4.011 4.002 -2.710 0.074
H -2.644 5.119 -2.545 0.081
C 0.219 -6.097 -0.522 -0.077
C 1.640 -5.895 -1.023 -0.291
O 2.635 -6.125 -0.043 -0.187
C 2.681 -7.442 0.492 -0.275
C 2.952 -8.518 -0.544 -0.073
H 0.041 -5.501 0.377 0.068
H -0.495 -5.798 -1.290 0.078
H 0.016 -7.139 -0.274 0.071
H 1.774 -4.852 -1.323 0.103
H 1.822 -6.502 -1.915 0.113
H 1.761 -7.663 1.045 0.108
H 3.492 -7.419 1.219 0.119
H 2.132 -8.621 -1.256 0.069
H 3.081 -9.481 -0.050 0.082
H 3.859 -8.289 -1.104 0.085
```

---

(2)
A structure of composition C4H6HgLiO2. Source: the OMol25 dataset; level of theory: ωB97M-V/def2-TZVPD.

2S+1: 2
HOMO level (alpha / beta): -6.85 / -6.51 eV

Geometry as XYZ:
```
14
Properties=species:S:1:pos:R:3:nbo_charge:R:1
O 1.160 -1.935 0.835 -0.784
C 0.862 -1.825 -0.456 0.376
C -0.520 -1.692 -0.761 -0.569
Hg 2.606 0.041 0.197 0.293
Li -0.076 -0.250 2.214 0.868
H -1.217 -2.039 0.027 0.201
H -0.832 -1.712 -1.811 0.225
C -0.082 1.412 0.612 -0.481
C -0.852 0.566 -0.218 -0.447
O 1.259 1.693 0.245 -0.815
H -0.559 2.332 0.968 0.217
H -1.757 -0.033 -0.303 0.250
H -1.291 1.232 -0.979 0.193
H 1.299 2.210 -0.570 0.472
```

---

(3)
A cluster of 7 separate species, H12IO6 in total. Source: the OMol25 dataset; level of theory: ωB97M-V/def2-TZVPD.

2S+1: 1
HOMO level: -5.45 eV
Charge: -1

Geometry as XYZ:
```
19
Properties=species:S:1:pos:R:3:nbo_charge:R:1
I 4.511 27.617 25.786 -0.925
O 5.308 27.703 29.234 -0.964
H 5.916 28.367 29.457 0.452
H 5.554 27.519 28.240 0.493
O 2.602 30.696 27.142 -0.993
H 2.950 29.818 26.794 0.507
H 3.255 31.208 27.759 0.475
O 1.117 28.754 24.318 -0.950
H 1.932 28.632 24.849 0.485
H 1.545 28.877 23.448 0.458
O 5.209 26.742 22.295 -0.915
H 4.958 26.995 23.081 0.466
H 5.765 27.404 22.291 0.442
O 4.391 24.327 24.823 -0.974
H 4.308 25.151 25.224 0.486
H 5.239 24.301 24.192 0.471
O 6.885 30.506 26.376 -0.987
H 6.165 29.886 26.138 0.507
H 6.859 31.359 25.862 0.468
```

---

(4)
The molecule C21H24N2O2. Source: the OMol25 dataset; level of theory: ωB97M-V/def2-TZVPD.

2S+1: 1
HOMO level: -8.48 eV
Structure (SMILES): O=C(NCc1ccccc1)c1ccccc1NC(=O)C1CCCCC1

Geometry as XYZ:
```
49
Properties=species:S:1:pos:R:3:nbo_charge:R:1
O -0.093 0.114 -1.159 -0.664
C 1.099 0.081 -0.863 0.675
N 2.055 0.044 -1.813 -0.592
C 1.768 0.188 -3.223 -0.269
C 2.401 1.436 -3.782 0.050
C 2.169 2.661 -3.166 -0.238
C 2.754 3.813 -3.655 -0.201
C 3.576 3.755 -4.769 -0.218
C 3.810 2.540 -5.389 -0.192
C 3.228 1.385 -4.894 -0.248
C 1.590 0.034 0.539 -0.215
C 2.826 0.581 0.878 -0.170
C 3.306 0.520 2.170 -0.248
C 2.550 -0.105 3.151 -0.166
C 1.311 -0.630 2.850 -0.271
C 0.801 -0.551 1.553 0.288
N -0.460 -1.018 1.227 -0.659
C -1.325 -1.768 1.974 0.701
O -1.067 -2.216 3.069 -0.617
C -2.634 -2.027 1.229 -0.312
C -3.362 -0.725 0.829 -0.398
C -4.495 -0.381 1.800 -0.400
C -4.088 -0.749 3.220 -0.404
C -3.999 -2.271 3.361 -0.404
C -3.554 -2.932 2.050 -0.400
H 3.025 -0.005 -1.544 0.402
H 0.677 0.242 -3.307 0.249
H 2.122 -0.695 -3.765 0.201
H 1.522 2.704 -2.301 0.218
H 2.567 4.760 -3.170 0.215
H 4.032 4.655 -5.153 0.215
H 4.449 2.490 -6.258 0.213
H 3.415 0.438 -5.380 0.210
H 3.410 1.097 0.128 0.207
H 4.262 0.957 2.413 0.215
H 2.923 -0.168 4.162 0.217
H 0.715 -1.101 3.613 0.259
H -0.751 -0.747 0.286 0.444
H -2.347 -2.561 0.314 0.230
H -2.653 0.104 0.805 0.210
H -3.769 -0.831 -0.179 0.212
H -4.720 0.685 1.729 0.211
H -5.402 -0.927 1.535 0.193
H -3.117 -0.299 3.438 0.197
H -4.805 -0.350 3.940 0.210
H -4.972 -2.676 3.646 0.197
H -3.290 -2.515 4.151 0.227
H -3.035 -3.865 2.274 0.224
H -4.424 -3.174 1.437 0.201
```

---

(5)
The ion C3H4N3O2S2 with charge -1. Source: the OMol25 dataset; level of theory: ωB97M-V/def2-TZVPD.

2S+1: 1
HOMO level (alpha / beta): -3.49 / -3.49 eV
Charge: -1
Structure (SMILES): N[S@](=O)([O-])=C=NNC=C=S

Geometry as XYZ:
```
14
Properties=species:S:1:pos:R:3:nbo_charge:R:1
N -1.570 -1.914 -0.703 -1.045
S -0.969 -1.657 0.858 2.227
O -0.274 -2.873 1.066 -0.961
O -2.123 -1.436 1.747 -0.972
C -0.100 -0.198 0.609 -0.390
N 0.479 0.565 1.435 -0.265
N 1.035 1.706 1.021 -0.420
C 1.182 2.025 -0.397 -0.282
C 0.867 1.219 -1.390 -0.118
S 0.683 0.552 -2.842 -0.127
H -0.657 -1.937 -1.203 0.383
H -2.105 -1.092 -1.095 0.386
H 1.922 1.967 1.372 0.362
H 1.628 3.074 -0.480 0.223
```

---

(6)
A cluster of 2 separate species, C11H12NO in total. Source: the OMol25 dataset; level of theory: ωB97M-V/def2-TZVPD.

2S+1: 1
HOMO level: -12.32 eV
Charge: +1

Geometry as XYZ:
```
25
Properties=species:S:1:pos:R:3:nbo_charge:R:1
C 3.078 -0.827 -0.337 -0.197
C 2.105 -1.544 0.274 -0.203
C 2.944 0.555 -0.582 -0.181
C 0.868 -1.057 0.462 -0.267
C 1.693 1.101 -0.197 -0.315
C 0.705 0.298 0.242 0.008
C -2.170 -0.765 1.107 -0.238
C -1.873 -1.396 -0.124 -0.172
C -1.808 0.493 1.384 -0.209
C -1.607 -0.627 -1.171 -0.067
C -1.186 1.256 0.314 0.457
N -1.575 0.814 -1.010 -0.565
O -0.996 2.551 0.211 -0.674
H 4.078 -1.346 -0.382 0.242
H 2.184 -2.632 0.443 0.232
H 3.596 1.091 -1.294 0.245
H 0.002 -1.713 0.733 0.225
H 1.407 2.188 -0.219 0.222
H -2.567 -1.209 2.025 0.258
H -1.932 -2.463 -0.191 0.262
H -1.756 0.913 2.358 0.250
H -1.410 -1.104 -2.073 0.247
H -0.776 1.221 -1.566 0.472
H -2.488 1.298 -1.377 0.444
H -0.516 2.904 0.970 0.523
```

---

(7)
A structure of composition C35H27Ge2N5O16SY. Source: the OMol25 dataset; level of theory: ωB97M-V/def2-TZVPD.

2S+1: 2
HOMO level (alpha / beta): -2.97 / -3.87 eV
Charge: -2

Geometry as XYZ:
```
87
Properties=species:S:1:pos:R:3:lowdin_charge:R:1
Y 2.144 1.240 -0.859 1.433
O 0.256 2.735 2.780 0.078
C 0.377 2.723 1.596 -0.589
O 1.467 2.306 0.961 -0.192
C -0.695 3.209 0.658 -0.041
C -1.677 4.001 1.246 0.035
C -2.695 4.478 0.474 -0.193
C -2.816 4.197 -0.834 0.045
C -1.835 3.461 -1.447 -0.044
C -0.785 2.796 -0.709 -0.263
O -0.041 1.915 -1.278 -0.159
N -2.039 3.105 -2.878 -0.338
O -1.822 3.919 -3.764 0.080
O -2.318 1.931 -3.034 0.081
N -3.775 5.218 1.103 -0.377
O -3.764 5.272 2.276 0.074
O -4.661 5.765 0.433 0.025
H -1.722 4.163 2.329 0.135
H -3.616 4.584 -1.430 0.131
O 0.156 -4.226 1.321 0.090
C 0.363 -3.070 1.559 -0.624
O -0.581 -2.206 1.787 -0.114
C 1.671 -2.431 1.904 -0.143
C 2.269 -2.528 3.143 -0.066
C 3.409 -1.921 3.512 -0.122
C 4.062 -1.091 2.649 -0.052
C 3.507 -0.890 1.356 -0.115
C 2.354 -1.588 0.961 -0.540
S 1.830 -1.453 -0.800 0.507
H 1.867 -3.300 3.834 0.131
H 3.762 -2.106 4.495 0.091
H 4.969 -0.613 2.850 0.087
H 4.109 -0.310 0.722 0.056
C -3.837 -2.994 -2.193 -0.245
Ge -1.889 -2.605 -1.620 0.799
C -0.758 -4.292 -1.796 -0.266
C -1.181 -0.954 -2.542 -0.232
Ge -2.126 -2.468 0.769 0.920
C -3.257 -3.836 1.611 -0.262
C -3.177 -5.201 1.259 -0.104
C -4.005 -6.125 1.851 -0.109
C -5.011 -5.678 2.699 -0.123
C -5.092 -4.364 3.093 -0.109
C -4.203 -3.447 2.558 -0.113
C -3.091 -0.845 1.249 -0.300
C -2.447 0.177 1.961 -0.080
C -3.045 1.382 2.283 -0.060
C -4.373 1.564 1.877 -0.082
C -4.984 0.591 1.155 -0.122
C -4.416 -0.600 0.835 -0.121
H -4.062 -2.414 -3.169 0.035
H -4.574 -2.664 -1.527 -0.053
H -3.994 -4.107 -2.362 0.024
H -1.228 -5.216 -1.389 0.009
H 0.296 -4.153 -1.458 0.003
H -0.585 -4.436 -2.858 -0.012
H -2.065 -0.582 -3.081 0.008
H -0.487 -1.432 -3.252 0.020
H -0.662 -0.298 -1.876 -0.051
H -2.438 -5.611 0.571 0.090
H -3.845 -7.191 1.725 0.098
H -5.623 -6.464 3.171 0.099
H -5.813 -4.054 3.881 0.109
H -4.325 -2.357 2.823 0.115
H -1.434 -0.015 2.400 0.120
H -2.598 2.120 2.892 0.088
H -4.952 2.399 2.187 0.094
H -6.000 0.794 0.863 0.099
H -4.977 -1.400 0.449 0.077
O 8.174 3.124 -5.328 0.024
N 8.267 3.391 -4.120 -0.368
O 9.267 3.983 -3.769 0.040
C 7.244 2.991 -3.206 -0.169
C 6.009 2.470 -3.681 0.073
C 4.989 2.115 -2.810 -0.088
C 5.228 2.173 -1.309 -0.248
O 4.310 1.768 -0.547 -0.145
C 6.529 2.651 -0.981 -0.056
C 7.528 3.088 -1.857 0.058
N 6.841 2.756 0.475 -0.363
O 6.310 1.932 1.201 0.065
O 7.683 3.479 0.915 0.060
N 3.763 1.765 -3.352 -0.323
O 2.568 2.129 -2.801 -0.252
O 3.675 1.583 -4.618 -0.047
H 5.818 2.438 -4.783 0.135
H 8.327 3.660 -1.382 0.130
```

---

(8)
The ion C4H4NO2S with charge -1. Source: the OMol25 dataset; level of theory: ωB97M-V/def2-TZVPD.

2S+1: 1
HOMO level: -3.07 eV
Charge: -1
Structure (SMILES): CC(=O)OC(S)=C=[N-]

Geometry as XYZ:
```
12
Properties=species:S:1:pos:R:3:nbo_charge:R:1
C 0.384 -2.056 1.260 -0.688
C 0.563 -0.547 0.559 0.807
O 1.678 -0.096 0.657 -0.670
O -0.368 0.014 -0.160 -0.557
C -0.610 1.422 -0.848 -0.325
S 0.729 2.558 -0.829 -0.002
C -1.393 1.129 -1.951 0.229
N -2.040 0.867 -2.875 -0.492
H -0.602 -2.133 1.690 0.200
H 0.466 -2.739 0.482 0.211
H 1.107 -2.072 2.004 0.213
H 0.086 3.654 0.012 0.073
```

---

In order of appearance, ΔE to the lowest compared entry with this formula, charge and spin = 0.0, 156.6, 48.7, 9.0, 60.3, 114.3, 30.9, 50.9 kcal per mole.
In order of appearance, strongest force on any atom = 1.427, 5.715, 8.611, 0.485, 4.161, 5.027, 3.823, 4.984 eV/A.